(1)
The following is a quantum chemistry calculation of a molecular structure, C19H21ILaN3O6S2, from OMol25.

The geometry in XYZ format:
```
53
Properties=species:S:1:pos:R:3:forces:R:3:lowdin_charge:R:1
C -1.01013 -0.54274 -3.75830 -0.6 -0.4 -0.6 -0.608
H -0.37648 3.34823 2.69887 0.0 0.0 0.0 0.128
H 2.89574 1.91488 -0.99299 -0.1 0.0 0.0 0.134
C -3.52791 2.48528 2.00211 -0.3 0.3 0.3 -0.312
H -1.33052 2.67948 3.96184 0.0 0.0 0.0 0.117
O -0.18537 -0.39613 -2.76708 0.5 -0.6 -2.5 -0.319
H 2.24839 -2.28417 -1.50174 -0.1 0.0 0.0 0.129
H 2.26548 -0.79204 -3.45891 0.0 0.0 0.0 0.076
C 2.68651 0.93865 -0.56776 0.1 -0.1 -0.1 -0.046
H -1.48745 -0.62283 2.60503 0.0 0.0 0.0 0.013
H 2.29817 2.83873 1.35729 0.0 0.0 0.0 0.086
C -0.65983 1.35015 2.57096 0.2 0.0 0.2 -0.687
H -3.09941 -1.11451 -4.03598 0.0 0.0 0.0 0.137
I 0.13818 -0.53151 4.72160 -0.1 0.0 0.0 0.837
S -2.98935 0.40651 0.43280 -0.9 0.2 0.1 0.576
H 2.97745 -3.20895 1.73519 0.0 0.0 0.0 0.090
H -3.28757 -3.15548 -1.83965 0.0 -0.1 0.0 0.160
S -1.23805 2.73910 -1.37181 -0.4 0.9 -0.4 0.506
La -0.47863 0.20266 -0.72940 0.6 0.1 2.7 1.715
N -0.70190 2.52823 3.18982 0.0 0.1 -0.1 0.221
N -2.02572 5.43599 1.00882 0.0 -0.1 0.0 0.164
C -2.48688 -0.59895 -3.29786 0.3 0.0 0.0 -0.086
C -2.90013 2.12000 0.77601 0.3 -0.1 -0.3 -0.751
H 2.43114 -0.61002 2.42590 0.0 0.0 0.0 0.087
C 2.32117 -1.41811 -0.85233 0.1 0.1 -0.1 -0.061
C 2.86606 1.97928 1.71400 0.0 0.0 0.0 -0.035
H -2.86601 0.41346 -3.15170 0.0 0.0 0.0 0.128
C 2.27202 -1.58765 0.52969 0.1 0.0 0.0 -0.283
H -0.48689 -4.63579 -0.42016 0.1 0.1 0.1 0.141
C -2.19612 3.04681 0.05765 -0.1 -0.5 0.1 -0.768
C 2.55537 -0.16076 -1.41939 0.3 -0.1 0.0 -0.329
H -2.19383 0.46589 3.82891 0.0 0.0 0.0 0.053
N -3.97475 2.69492 3.04432 0.1 0.0 -0.1 0.168
H 2.56101 1.75727 2.73612 0.0 0.0 0.0 0.076
C 2.77241 -0.00932 -2.90081 0.0 0.0 0.0 -0.042
O -0.05996 1.19477 1.49805 0.0 0.1 0.7 -0.212
O -0.72100 -2.33115 -0.31426 -0.2 -0.3 -0.1 -0.020
O -0.72982 -0.67121 -4.92851 0.0 0.1 0.2 0.094
C 2.09607 -2.94852 1.14737 0.0 0.1 0.0 -0.042
C -1.32287 -3.07042 -1.06941 0.0 0.2 0.2 -0.457
C 2.44881 -0.47595 1.35052 0.0 0.0 -0.1 -0.033
H -2.02290 -2.95892 -3.06432 0.0 0.0 0.0 0.160
C -2.35714 -2.63036 -2.07515 -0.1 0.1 0.0 -0.090
C -2.13647 4.38092 0.55904 0.0 0.4 0.2 -0.304
C 2.65437 0.79180 0.81984 0.0 0.0 0.0 -0.288
H 1.95916 -3.71151 0.38122 0.0 0.0 0.0 0.071
H 3.92152 2.25906 1.72072 0.0 0.0 0.0 0.091
H 1.23724 -2.95933 1.82077 0.0 0.0 0.0 0.077
H 2.40456 0.95132 -3.25871 0.0 0.0 0.0 0.089
C -1.29326 0.18722 3.29103 0.2 0.1 0.1 -0.553
H 3.84228 -0.06543 -3.11441 0.0 0.0 0.0 0.092
O -2.56305 -1.24131 -2.01436 0.2 -0.2 -0.1 -0.262
O -1.14370 -4.37753 -1.08047 -0.2 -0.2 -0.2 0.172
```
Forces are in eV/Å.

Results
**Highest occupied orbital energy**: -7.6 eV
**LUMO energy**: -0.385 eV
**Kohn-Sham gap**: 0.26414 Ha
**Total charge**: 0

(2)
The following is a quantum chemistry calculation of a molecular structure, C19H21MoN5O2, from OMol25.

The geometry in XYZ format:
```
48
Properties=species:S:1:pos:R:3:forces:R:3:lowdin_charge:R:1
H 0.69494 -0.18291 -3.94860 -0.3 0.1 0.1 0.153
H 4.19025 -0.17457 4.72513 -0.6 -0.1 -0.2 0.175
C -0.98075 2.64424 1.76451 0.9 -0.7 0.1 -0.229
H 4.94904 -1.61945 -1.56849 0.0 0.2 -0.1 0.105
H -3.89397 -4.50291 -1.66568 -0.1 -0.1 0.0 0.122
C -4.13300 -3.69290 -2.35490 -0.3 -0.2 0.3 0.026
H -2.34265 3.62102 3.00909 0.1 0.2 -0.2 0.112
C -2.44152 1.05448 -3.27508 -0.5 -0.1 -0.8 -0.133
C -0.75572 2.03924 -1.78208 0.6 2.5 -0.9 -0.173
C -2.19757 -0.45927 0.38957 -0.9 -0.6 2.9 -0.031
H -3.49287 0.91589 -3.54429 0.4 0.0 0.1 0.160
C 2.02985 0.04841 4.45443 1.7 0.4 1.1 0.202
H 1.27324 1.32674 -2.03119 -0.2 -0.1 0.0 0.121
H -1.99181 4.48456 1.47538 0.1 -0.2 0.2 0.114
C 3.30481 -0.40512 4.11067 -0.4 0.5 0.8 0.096
Mo -1.34138 0.00697 -1.77023 -1.0 -6.1 4.5 1.280
C -1.42263 0.29516 -3.90287 0.3 0.7 -1.8 -0.129
H 4.34529 -1.51060 2.55445 0.5 -0.2 0.1 0.165
N 3.00145 0.31159 -0.05906 0.2 -1.0 -0.9 0.140
H 4.20321 -0.74259 -2.92935 0.0 0.1 0.5 0.102
C 2.25727 -1.42499 2.19447 -4.0 -0.4 -1.7 -0.034
N -2.41405 -1.78084 -2.10920 -1.0 -0.8 0.3 0.038
C -2.10089 1.93605 -2.21727 0.1 1.3 0.3 -0.145
H -1.06327 0.15845 3.10443 0.3 -0.2 0.1 0.121
C -0.08223 0.41910 -3.47747 0.1 -0.7 -1.4 -0.132
H 1.82441 0.62696 5.35273 0.4 0.0 0.1 0.168
C 3.40602 -1.16201 2.94175 1.6 1.4 1.5 0.173
N -0.37567 1.69208 1.48949 -0.9 0.6 0.0 0.135
O 0.48464 -2.76250 -0.25480 -1.7 3.6 -1.8 0.141
C 0.02674 -1.81610 -0.73109 1.6 -2.9 1.2 0.017
N -0.31263 0.29650 3.79226 3.6 -2.1 -1.4 0.393
H 2.31636 -2.00238 1.27507 0.2 -0.1 0.3 0.117
C -3.20628 -2.62090 -2.13774 0.6 0.4 -0.8 -0.099
C 0.91336 -0.22917 3.58346 -3.4 0.8 0.3 -0.233
H -0.75308 4.41843 2.76155 -0.3 0.0 -0.1 0.119
H -1.68690 -0.45995 -4.65148 0.2 0.4 0.2 0.160
H 5.43224 0.06348 -1.89574 -0.2 -0.2 -0.1 0.119
H -2.87522 2.50570 -1.71558 0.0 -0.1 0.0 0.150
H -0.51550 2.70250 -0.96086 0.1 -0.1 -0.1 0.118
H -4.04071 -4.04395 -3.38611 0.0 0.0 0.0 0.132
C 4.58532 -0.63986 -1.90217 0.3 -0.2 -0.3 -0.027
C 0.25141 1.26096 -2.39244 0.6 1.7 0.5 -0.176
O -2.52984 -0.81188 1.43054 1.0 1.1 -3.2 0.146
C 3.61162 -0.15678 -0.93287 -0.1 0.8 1.0 -0.241
C -1.56498 3.86293 2.27317 -0.2 0.5 0.1 -0.011
N 1.05001 -1.02918 2.52193 0.8 -1.1 -2.0 0.190
H -0.48247 0.88690 4.56221 -0.3 1.0 1.4 0.157
H -5.15390 -3.34754 -2.16963 0.0 0.0 0.0 0.127
```
Forces are in eV/Å.

Results
**Highest occupied orbital energy (spin up / spin down)**: -21.1 / -20.5 eV
**LUMO energy (spin up / spin down)**: -17.235 / -17.236 eV
**2S+1**: 3
**Kohn-Sham gap (spin up / spin down)**: 0.14058 / 0.11883 Ha
**Total charge**: +4

(3)
The following is a quantum chemistry calculation of a single C19H21N3O4 molecule, from OMol25.

The geometry in XYZ format:
```
47
Properties=species:S:1:pos:R:3:forces:R:3:lowdin_charge:R:1
H 4.07994 0.24242 1.29468 0.7 -0.8 2.4 0.052
C -2.33452 0.99465 -3.86425 7.4 -12.1 11.8 -0.389
C -0.72356 -1.71212 1.86871 -5.0 -10.5 -5.2 -0.140
C 2.03381 -0.36940 -1.04684 -2.7 -4.0 -2.8 -0.434
H -0.18812 -2.34279 -2.72763 -0.4 -0.5 -0.8 0.097
H -0.73036 2.05075 1.93128 0.5 -2.8 -0.8 0.182
H 3.11682 1.51850 0.57591 -2.2 3.7 0.9 0.018
H 0.27497 1.95221 4.25672 1.4 -1.4 -0.4 0.101
H -2.05514 2.42150 -2.38104 0.5 -1.5 0.9 0.173
C 1.28290 0.85850 -2.87227 0.8 2.8 -2.7 -0.067
C -1.81037 -1.64283 -0.39646 0.6 10.5 0.2 0.109
C -0.37954 0.21679 3.05217 9.4 1.3 -1.0 -0.613
H -1.91228 -1.16978 -3.55185 -0.2 -0.1 -1.7 0.119
C 2.13528 0.64992 -1.84985 1.4 4.7 1.6 -0.057
O -0.35576 -0.36889 -4.34844 15.9 3.6 -1.4 -0.010
N -2.21399 -0.68854 -1.33180 0.9 -4.2 -1.7 0.144
C -1.51848 -0.49139 -4.40179 -11.9 -0.6 9.8 -0.277
O 2.58305 -0.47250 0.05280 5.6 1.9 7.5 -0.033
H -1.89584 1.09827 3.96133 -4.9 13.5 3.6 -0.037
H -1.73423 -0.44972 4.57354 0.7 1.1 -0.7 0.150
C 1.28930 -1.58457 -1.33566 -1.9 5.8 -7.2 0.058
C -0.23254 0.89500 1.71338 -1.3 7.7 0.9 -0.087
N -2.02838 1.37844 -2.45220 -1.2 1.2 -4.0 0.166
H -2.10504 -0.36888 -5.15857 -2.3 -0.8 -5.9 0.058
C 3.59175 0.65573 0.50003 1.6 -4.7 -5.6 0.075
C 0.52108 -1.58905 -2.51577 3.2 5.6 2.4 0.116
H 1.90599 0.85602 3.64506 -3.3 0.7 0.5 0.128
N -1.19380 1.16669 -0.37892 -0.1 0.0 -4.2 0.228
H -2.31204 -0.10667 2.94181 0.4 0.8 1.7 0.162
H 1.40466 -1.14099 2.20304 -3.7 0.1 1.1 0.229
H 4.43802 0.78203 -0.34203 -2.1 -0.4 1.6 0.152
H 2.47912 1.59393 -1.39622 0.6 -0.6 -0.4 0.132
C 0.59748 -0.14649 -3.21269 -7.2 -10.8 -1.9 -0.112
C -1.56385 0.32466 3.75775 -1.6 -16.3 -3.8 -0.041
C 0.20522 -1.18037 2.65838 5.1 0.5 8.0 -0.131
H 1.28686 1.72469 -3.50276 -0.1 0.6 0.1 0.147
C -1.65115 0.52100 -1.51068 -2.1 1.5 5.2 -0.385
H 0.83184 0.34242 5.00847 -0.6 0.6 -1.0 0.079
H 0.78687 1.51223 1.47906 -1.8 -2.7 0.2 0.161
H 1.40181 -2.37481 -0.82023 0.7 -5.5 4.2 0.052
C 0.71778 0.90833 4.02952 1.7 -0.3 -0.1 -0.057
C -1.02658 0.30568 0.54569 5.2 9.3 4.2 -0.359
O -1.16926 -3.28405 1.88220 2.4 9.0 0.1 -0.187
O -2.66104 1.66466 -4.62710 -6.0 11.5 -11.1 0.221
H 0.23073 -1.70192 3.79379 0.4 0.5 -3.2 0.196
C -1.18247 -0.90854 0.71610 -2.8 -13.9 -0.9 -0.166
H -2.21695 -2.54072 -0.41638 -1.5 -4.2 -0.1 0.075
```
Forces are in eV/Å.

Results
**Highest occupied orbital energy**: -7.9 eV
**LUMO energy**: -1.140 eV
**Kohn-Sham gap**: 0.24999 Ha
**Total charge**: 0
**SMILES**: COc1ccc(OCC(=O)Nc2ncc3c(n2)CC(C)(C)CC3=O)cc1

(4)
The following is a quantum chemistry calculation of a single C19H21N3O5 molecule, from OMol25.

The geometry in XYZ format:
```
48
Properties=species:S:1:pos:R:3:forces:R:3:lowdin_charge:R:1
C -6.87216 -3.31870 0.96080 0.0 -0.2 0.2 -0.082
C -5.79749 -1.33223 0.22303 -0.1 0.0 -0.1 -0.195
H -4.78666 1.55399 -1.27154 -0.1 0.1 -0.1 0.114
C 0.81765 1.48861 0.66964 -0.2 0.3 0.0 -0.431
C -6.92974 0.85456 -2.46166 0.0 0.2 -0.2 -0.078
H 6.73507 1.73337 0.55116 0.1 0.1 0.0 0.087
H 4.76892 -1.53150 0.10783 -0.1 0.0 0.0 0.122
C 8.66977 -2.41214 -0.52669 0.3 0.6 -0.1 -0.061
H 6.69997 -3.37694 -0.15744 -0.2 -0.1 0.0 0.110
H -1.32947 0.42352 1.14310 -0.1 0.1 -0.1 0.119
H -0.64173 2.99296 0.06076 0.1 -0.1 0.1 0.129
H 1.74120 3.28819 0.41560 0.0 -0.3 0.0 0.150
H 6.44312 1.67246 -1.17835 0.1 0.1 0.0 0.087
C 3.64711 0.78940 0.21208 -1.0 -0.2 0.2 -0.103
O -6.85178 -0.21908 -1.55567 0.1 -0.3 0.3 -0.062
H 3.01825 -0.08598 0.35143 -0.1 0.1 0.0 0.113
H -0.37810 2.85864 1.81489 0.1 0.0 -0.2 0.137
H -6.96549 -3.00550 2.00603 0.0 0.0 0.0 0.097
O -2.94364 2.75782 -0.20381 -0.1 0.1 -0.2 0.061
C -4.77759 -1.42280 1.15662 -0.2 -0.2 -0.1 -0.009
H -3.00814 -0.56558 1.96656 0.1 0.0 0.1 0.110
C -3.77007 -0.47083 1.20846 0.1 0.3 -0.2 -0.031
C -4.80808 0.70176 -0.61151 -0.1 0.0 -0.1 0.051
O -6.82103 -2.21489 0.09175 0.2 0.4 -0.2 -0.059
N 1.89438 2.28754 0.44372 -0.3 0.3 0.0 0.038
C 5.48274 -0.73246 -0.04069 -0.5 0.9 0.1 0.016
H -4.75695 -2.23897 1.86110 -0.1 -0.1 0.0 0.104
H -5.99140 -3.96015 0.85116 0.0 0.0 0.0 0.097
C -3.77360 0.59356 0.32186 -0.3 -0.3 0.0 -0.137
C 7.28493 -2.48950 -0.28727 -0.4 0.8 0.0 -0.017
C 5.95463 1.72622 -0.20733 0.0 0.1 0.0 -0.043
C -0.46683 2.28666 0.88050 -0.2 0.1 0.1 -0.094
H -7.83038 0.67807 -3.04753 0.1 0.1 0.0 0.094
H -6.06215 0.88171 -3.12884 0.0 0.0 0.0 0.098
H 9.87753 -0.56011 -0.79589 0.1 0.2 0.0 0.121
O 0.83409 0.27702 0.72905 0.2 -0.2 0.0 0.072
N -1.58361 1.38253 0.94700 0.4 -0.2 0.1 0.069
C 8.95726 -1.08198 -0.62080 0.4 -0.8 0.0 -0.109
C 5.05001 0.55090 -0.01341 0.8 -0.5 -0.1 -0.245
N 3.20132 1.98830 0.23823 0.6 0.0 -0.1 0.063
H -7.01587 1.81407 -1.94204 0.0 0.0 0.0 0.099
C -2.75075 1.67040 0.31286 0.2 0.1 0.2 -0.441
H 5.37773 2.64275 -0.14250 0.1 0.1 0.0 0.062
C -5.81327 -0.24120 -0.67874 -0.1 -0.1 0.0 -0.189
H -7.76136 -3.87709 0.67264 0.1 0.0 0.1 0.095
O 7.85444 -0.34042 -0.45739 -0.2 0.4 0.0 0.035
H 9.35858 -3.22683 -0.61708 0.2 -0.1 0.0 0.101
C 6.81865 -1.19011 -0.25168 0.2 -1.3 0.0 -0.268
```
Forces are in eV/Å.

Results
**Highest occupied orbital energy**: -7.7 eV
**LUMO energy**: 0.099 eV
**Kohn-Sham gap**: 0.28797 Ha
**Total charge**: 0
**SMILES**: COc1ccc(C(=O)NCC(=O)N/N=C/C(C)=C/c2ccco2)cc1OC

Record order is preserved below.
Energy relative to the best compared isomer or geometry (same formula, charge and spin): 0.8308 0.2961 21.4959 4.9519 eV
Record order is preserved below.
Molecular weight: 717.34 447.35 355.39 371.39 Da
Record order is preserved below.
E_tot: -2478.17316 -1227.35169 -1201.15357 -1277.03204 Eh